Record 1
Molecular formula: C10H28O6Ti
Method: DFT, ωB97M-V with the def2-TZVPD basis set

Its relative energy (zero: lowest compared OMol25 entry of this formula, charge and spin) is 0.0 kcal/mol. The calculation puts the orbital gap (spin up / spin down) at 3.290 / 7.184 eV. As for the LUMO energy (spin up / spin down): 2.92 / 3.02 eV. Its molar mass is 292.2 Da. Its multiplicity is 4. The value obtained for the HOMO energy (spin up / spin down) is -0.0134 / -0.1530 Ha. Its total charge is -1.

Last column: Löwdin charge in e.
Cartesian coordinates (Å):
Ti1 0.14308 -0.38007 -0.32275  0.830
O1 -1.20703 -0.55328 -2.26552  -0.412
C1 -2.33264 0.21661 -1.88524  -0.360
C2 -2.19698 1.50025 -0.94030  -0.392
O2 -1.52357 1.40855 0.27291  -0.376
H1 -2.83764 -0.49748 -1.23474  0.074
H2 -2.87136 0.39505 -2.81585  0.089
H3 -3.20430 1.88731 -0.78669  0.081
H4 -1.75897 2.31689 -1.51418  0.072
C3 -3.13600 -2.48878 3.04708  -0.092
C4 -2.79990 -1.03534 2.70579  -0.309
O3 -2.05711 -1.03939 1.49009  -0.131
H5 -3.61429 -2.43773 4.02521  0.058
H6 -2.30018 -3.15479 3.26142  0.068
H7 -3.88463 -2.81756 2.32627  0.075
H8 -2.18208 -0.53743 3.45310  0.091
H9 -3.75922 -0.53117 2.58911  0.111
H10 -1.99466 -0.14493 1.14711  -0.004
C5 1.69342 2.51128 -2.70883  -0.101
C6 0.82510 1.77236 -3.73112  -0.350
O4 0.97966 0.39359 -3.68164  -0.100
H11 2.73660 2.26169 -2.90270  0.061
H12 1.58304 2.25171 -1.65596  0.044
H13 1.60538 3.59723 -2.74127  0.061
H14 1.09779 2.14321 -4.71915  0.098
H15 -0.21451 2.07804 -3.61331  0.100
H16 0.34886 0.06643 -3.03615  -0.008
C7 3.64450 -2.68134 -1.89479  -0.100
C8 2.91980 -1.54526 -1.24791  -0.349
O5 1.88709 -1.95559 -0.36874  -0.183
H17 4.37071 -3.13850 -1.22268  0.060
H18 4.26120 -2.29998 -2.70863  0.074
H19 2.95656 -3.45278 -2.24078  0.082
H20 2.42493 -1.05441 -2.08592  0.086
H21 3.53410 -0.75796 -0.81099  0.110
H22 2.28314 -2.33931 0.41708  0.063
C9 0.18429 1.69117 3.65908  -0.087
C10 0.95503 0.54175 3.09790  -0.308
O6 0.82374 0.62676 1.70096  -0.174
H23 0.58913 1.88000 4.65334  0.067
H24 -0.87526 1.45580 3.75938  0.073
H25 0.34157 2.69061 3.25351  0.088
H26 0.54209 -0.41258 3.42475  0.104
H27 2.00009 0.48261 3.40199  0.106
H28 0.01944 1.08676 1.44974  0.010


Record 2
Molecular formula: C10H29AgBrN4O4
Method: DFT, ωB97M-V with the def2-TZVPD basis set

The calculation puts the orbital gap (spin up / spin down) at 2.099 / 6.083 eV. As for the LUMO energy (spin up / spin down): 4.75 / 4.69 eV. Its molar mass is 457.1 Da. Its multiplicity is 2. The value obtained for the HOMO energy (spin up / spin down) is 0.0975 / -0.0512 Ha. Its total charge is -2.

Last column: Löwdin charge in e.
Cartesian coordinates (Å):
Ag1 -17.93120 -19.98190 25.61577  0.543
C1 -15.17396 -21.88549 25.05699  -0.399
O1 -15.69559 -20.59305 24.85934  -0.499
H1 -14.13298 -21.83951 25.37690  0.035
H2 -15.66625 -22.51643 25.79704  0.027
H3 -15.24683 -22.51824 24.17245  0.016
Br1 -17.12860 -19.33869 28.29139  -0.448
C2 -20.01895 -23.45361 22.91542  -0.082
C3 -19.78428 -22.26588 23.93040  -0.421
C4 -19.81448 -22.60425 25.43926  -0.248
O2 -19.68861 -21.57458 26.34701  -0.262
C5 -19.90690 -22.06814 27.62910  -0.129
N1 -18.49241 -21.72444 23.60796  0.015
H4 -19.81105 -23.02567 21.93474  0.060
H5 -21.06882 -23.74549 22.88933  0.052
H6 -19.36108 -24.27455 23.20068  0.069
H7 -20.56351 -21.53222 23.72389  0.123
H8 -19.02332 -23.32180 25.65671  0.129
H9 -20.78274 -23.10033 25.50628  0.114
H10 -19.93165 -21.21093 28.30191  0.075
H11 -19.00467 -22.62888 27.87335  0.087
H12 -20.75478 -22.75306 27.63771  0.080
H13 -18.53251 -21.15573 22.77426  0.068
H14 -17.80258 -22.44232 23.43798  0.072
C6 -19.02615 -16.66794 25.84889  -0.115
C7 -20.16573 -17.48845 25.42707  -0.428
C8 -21.33616 -16.71815 24.73858  -0.247
O3 -22.34797 -17.72428 24.47302  -0.284
C9 -23.69414 -17.32284 24.18625  -0.479
N2 -19.61786 -18.39325 24.39403  0.014
H15 -18.40519 -16.38147 25.00009  0.061
H16 -18.39995 -17.17953 26.57981  0.019
H17 -19.36606 -15.73221 26.29270  0.075
H18 -20.47207 -18.11987 26.26108  0.139
H19 -21.10561 -16.13353 23.84799  0.089
H20 -21.66758 -16.00411 25.49251  0.093
H21 -24.37659 -18.15096 23.99503  0.013
H22 -23.64206 -16.67807 23.30894  0.005
H23 -24.02533 -16.71639 25.02924  0.022
H24 -20.38309 -18.76066 23.84673  0.046
H25 -19.14388 -17.81151 23.71799  0.052
C10 -14.88057 -16.77273 26.23957  -0.824
O4 -14.38041 -17.23739 27.19594  0.051
N3 -15.10326 -15.47081 26.05813  0.121
N4 -15.56388 -17.37447 25.31477  0.168
H26 -15.71945 -15.19797 25.30583  0.082
H27 -14.79788 -14.86510 26.80643  0.098
H28 -15.92513 -16.80617 24.56203  0.088
H29 -15.47658 -18.36380 25.13116  0.065


Record 3
Molecular formula: C10H29Cl3O2PdSi4
Method: DFT, ωB97M-V with the def2-TZVPD basis set

Its relative energy (zero: lowest compared OMol25 entry of this formula, charge and spin) is 21.3 kcal/mol. The calculation puts the orbital gap (spin up / spin down) at 7.183 / 7.183 eV. As for the LUMO energy (spin up / spin down): -0.96 / -0.96 eV. Its molar mass is 506.5 Da. Its multiplicity is 1. The value obtained for the HOMO energy (spin up / spin down) is -0.2992 / -0.2993 Ha. Its total charge is 0.

Last column: Löwdin charge in e.
Cartesian coordinates (Å):
Pd1 1.27838 1.34884 -0.05543  0.481
C1 0.85174 1.68729 3.38040  -0.106
O1 0.69100 1.02929 2.13588  -0.378
Si1 -0.39763 -0.20007 1.77696  0.338
C2 -2.12266 0.28760 2.36157  -0.151
C3 0.01299 -1.80520 2.67796  -0.150
C4 -0.14827 -0.29002 -0.05944  -0.508
Si2 1.14442 -1.56574 -0.61800  0.390
C5 1.61874 -1.40877 -2.45632  -0.202
C6 2.73337 -1.53725 0.44135  -0.193
C7 0.49027 -3.35271 -0.51333  -0.182
Si3 -1.58245 0.07019 -1.20478  0.407
C8 -1.06111 0.42712 -2.99410  -0.185
C9 -2.78041 -1.40180 -1.26107  -0.177
C10 -2.57855 1.59466 -0.63816  -0.179
H1 1.26189 0.99873 4.12280  0.092
H2 -0.10384 2.07930 3.73573  0.089
H3 1.54301 2.51800 3.25069  0.075
H4 -2.24041 0.05667 3.42321  0.035
H5 -2.88980 -0.27677 1.82707  0.029
H6 -2.33274 1.34782 2.22245  0.032
H7 -0.21007 -1.72053 3.74494  0.034
H8 1.05638 -2.10518 2.57477  0.024
H9 -0.60953 -2.61167 2.28666  0.033
H10 1.59856 -0.39157 -2.84212  -0.023
H11 0.97522 -2.02800 -3.08488  0.028
H12 2.63702 -1.79043 -2.57650  0.031
H13 2.67356 -0.92503 1.34276  0.007
H14 3.56665 -1.14776 -0.14946  0.020
H15 2.99781 -2.55236 0.75007  0.032
H16 -0.43361 -3.47550 -1.08177  0.014
H17 0.29810 -3.68593 0.50837  0.011
H18 1.22475 -4.04136 -0.94052  0.032
H19 -0.70943 -0.45787 -3.52213  0.016
H20 -0.27508 1.18379 -3.04560  0.007
H21 -1.92990 0.80937 -3.53817  0.031
H22 -2.31682 -2.28023 -1.71380  0.015
H23 -3.66363 -1.14927 -1.85399  0.030
H24 -3.12690 -1.69401 -0.26661  0.022
H25 -2.01402 2.24426 0.03070  -0.007
H26 -3.50079 1.31582 -0.12430  0.029
H27 -2.87297 2.18535 -1.51063  0.030
O2 -0.24462 3.81713 0.20444  -0.105
H28 0.42714 4.47763 -0.00010  0.013
H29 -0.83958 3.83003 -0.55261  0.029
Cl1 2.09545 4.00050 -2.51418  0.249
Si4 2.54034 2.23979 -1.57002  -0.677
Cl2 3.12194 2.87050 0.44416  0.245
Cl3 4.14609 1.47535 -2.55491  0.274


Record 4
Molecular formula: C10H29ClIN2P2SY
Method: DFT, ωB97M-V with the def2-TZVPD basis set

Its relative energy (zero: lowest compared OMol25 entry of this formula, charge and spin) is 49.7 kcal/mol. The calculation puts the orbital gap at 3.280 eV. As for the LUMO energy: -8.21 eV. Its molar mass is 522.6 Da. Its multiplicity is 1. The value obtained for the HOMO energy is -0.4223 Ha. Its total charge is +2.

Last column: Löwdin charge in e.
Cartesian coordinates (Å):
C1 -1.16978 -1.58204 2.02772  -0.462
I1 -2.75612 -0.15963 0.10571  0.326
H1 -0.48337 -1.56289 1.18270  -0.028
H2 -1.98438 -2.30719 1.93669  0.032
H3 -0.59752 -1.86776 2.92516  0.048
Y1 1.79533 0.60585 -1.88748  1.171
P1 -0.06402 -1.85899 -1.76460  0.664
C2 -1.32325 -2.99583 -0.98096  -0.336
C3 -0.88731 -1.91365 -3.40309  -0.287
H4 -1.03065 -2.96563 -3.71320  0.070
H5 0.64102 -4.07715 -2.45565  0.061
H6 -0.28322 -1.38674 -4.15910  0.040
H7 2.01010 -2.90976 -2.55046  0.033
H8 -2.32338 -2.55000 -1.02489  -0.048
H9 -1.87665 -1.43794 -3.31641  0.053
C4 1.14296 -3.22880 -1.96546  -0.307
H10 -1.36284 -3.95468 -1.50510  0.064
H11 1.46138 -3.54389 -0.96657  0.051
H12 -1.04789 -3.20745 0.05751  0.023
P2 1.16703 2.48815 0.04333  0.687
C5 0.26445 2.96524 1.57322  -0.268
C6 2.86074 2.82060 0.67070  -0.278
H13 1.19339 3.93289 -1.95252  0.043
H14 1.22121 4.87390 -0.40475  0.069
H15 -0.30169 4.11938 -0.95645  0.067
C7 0.79192 4.00723 -0.92857  -0.256
H16 3.63117 2.53567 -0.06307  0.039
H17 2.94221 3.89128 0.90410  0.069
H18 0.59097 3.96807 1.88978  0.077
H19 0.46258 2.25699 2.38726  0.031
H20 3.01208 2.24973 1.59824  0.063
H21 -0.81451 3.00123 1.38366  0.046
Cl1 2.93807 1.28890 -3.92863  -0.058
C8 -5.40095 -1.21952 3.40618  -0.014
N1 -4.00756 -1.15171 2.94411  -0.034
C9 -3.09308 -0.30215 3.38841  -0.660
S1 -1.67202 0.17104 2.47214  0.599
N2 -3.12455 0.26758 4.60763  -0.045
C10 -4.22936 1.15452 5.04276  -0.046
H22 -5.36941 -1.53862 4.45336  0.102
H23 -5.87105 -1.97656 2.77468  0.103
H24 -5.88159 -0.23905 3.26401  0.098
H25 -3.83894 -1.42057 1.97710  -0.002
H26 -2.20698 0.66569 4.82879  0.107
H27 -4.90461 0.54368 5.66699  0.092
H28 -3.76801 1.95147 5.64995  0.100
H29 -4.74085 1.59327 4.16022  0.101


Record 5
Molecular formula: C10H29NO9
Method: DFT, ωB97M-V with the def2-TZVPD basis set

The calculation puts the orbital gap at 10.319 eV. As for the LUMO energy: 0.56 eV. Its SMILES is CC(N)=O.OCCO.OCCO.OCCO.OCCO. Its molar mass is 307.3 Da. Its multiplicity is 1. The value obtained for the HOMO energy is -0.3587 Ha. Its total charge is 0.

Last column: Löwdin charge in e.
Cartesian coordinates (Å):
C1 -0.39747 3.89087 -2.58880  -0.001
C2 -0.60572 2.82231 -3.61796  -0.578
N1 -1.51554 3.01712 -4.60083  0.168
O1 -0.00879 1.75935 -3.51733  0.019
H1 -0.77714 4.88976 -2.81413  0.076
H2 0.67172 4.06614 -2.45837  0.092
H3 -0.77978 3.54472 -1.62982  0.087
H4 -1.76902 2.24700 -5.19604  0.105
H5 -2.15984 3.78586 -4.53581  0.102
O2 0.94163 0.68271 1.85871  -0.066
C3 1.18185 0.05051 0.60703  -0.263
C4 0.06242 -0.34391 -0.31224  -0.234
O3 -0.62399 0.79806 -0.83298  -0.079
H6 -0.00372 0.61073 2.03269  0.078
H7 1.93415 0.64579 0.08130  0.123
H8 1.69988 -0.90447 0.80292  0.114
H9 -0.64604 -0.99688 0.20634  0.105
H10 0.39886 -0.96342 -1.14814  0.123
H11 -0.37753 0.89575 -1.75934  0.029
O4 -2.37857 -1.10936 4.74943  -0.059
C5 -2.73809 -1.81107 3.57526  -0.253
C6 -1.52124 -2.59539 3.13345  -0.228
O5 -0.55693 -1.70993 2.57243  -0.080
H12 -2.91969 -0.33038 4.89608  0.087
H13 -3.52937 -2.53560 3.81088  0.116
H14 -3.07821 -1.18846 2.74609  0.122
H15 -1.78887 -3.29947 2.34462  0.120
H16 -1.06528 -3.13579 3.96345  0.124
H17 0.01410 -1.44803 3.30079  0.089
O6 6.18779 0.93577 3.63543  -0.093
C7 5.17445 0.46483 4.56693  -0.220
C8 3.87798 0.26018 3.80895  -0.281
O7 4.04030 -0.47158 2.63295  -0.040
H18 6.04222 0.41843 2.83383  0.063
H19 5.55623 -0.43327 5.05909  0.112
H20 5.14754 1.32660 5.23095  0.118
H21 3.55476 1.29487 3.63152  0.123
H22 3.10796 -0.05558 4.52524  0.118
H23 3.53075 -0.04472 1.94125  0.068
O8 -0.83157 -1.53411 -3.80860  -0.051
C9 -2.11416 -0.98164 -3.63755  -0.260
C10 -3.04615 -1.31469 -4.79218  -0.236
O9 -3.16249 -2.73892 -4.99888  -0.078
H24 -0.86787 -2.44631 -3.50603  0.089
H25 -2.60084 -1.34250 -2.72860  0.128
H26 -2.00797 0.10029 -3.73211  0.095
H27 -2.56346 -0.98205 -5.72504  0.116
H28 -4.01951 -0.82420 -4.81865  0.115
H29 -2.66973 -2.96592 -5.78817  0.077


Record 6
Molecular formula: C10H30AgBr8F6NO11S2
Method: DFT, ωB97M-V with the def2-TZVPD basis set

The calculation puts the orbital gap (spin up / spin down) at 7.070 / 1.910 eV. As for the LUMO energy (spin up / spin down): -4.49 / -9.65 eV. Its molar mass is 1265.6 Da. Its multiplicity is 2. The value obtained for the HOMO energy (spin up / spin down) is -0.4248 / -0.4248 Ha. Its total charge is +1.

Last column: Löwdin charge in e.
Cartesian coordinates (Å):
Ag1 -0.40455 -2.92353 4.11917  0.935
C1 0.28917 -3.13924 -1.59254  -0.599
F1 -0.80934 -2.86617 -2.29293  0.133
F2 0.03174 -4.19128 -0.86332  0.147
F3 1.30740 -3.51261 -2.48507  0.064
S1 0.97247 -1.69081 -0.42964  0.693
O1 2.08548 -2.30180 0.21722  -0.300
O2 1.22723 -0.48750 -1.24566  -0.317
N1 -0.31050 -1.56608 0.74758  -0.331
S2 -1.31559 -0.55349 0.24853  0.533
O3 -1.63646 -0.44724 -1.16428  -0.313
O4 -2.38539 -0.36779 1.24615  -0.333
C2 -0.23514 1.05966 0.58920  -0.697
F4 0.02469 1.73141 -0.45455  0.162
F5 -0.92309 1.89221 1.36465  0.109
F6 0.92786 0.82271 1.26967  0.073
Br1 0.77147 3.70753 -5.50568  0.927
C3 0.45939 1.69548 -5.84595  -0.525
C4 1.70662 0.99525 -6.30958  -0.553
Br2 2.12542 1.75803 -8.14119  0.813
H1 -0.25796 1.52044 -6.64774  0.074
H2 0.15780 1.33573 -4.86223  0.088
H3 1.56622 -0.08530 -6.28123  0.101
H4 2.53405 1.22950 -5.63981  0.075
Br3 2.57178 6.21821 3.48624  0.490
C5 2.23797 5.41586 5.34342  -0.648
C6 2.82453 6.22943 6.59036  -0.619
Br4 2.28658 5.08424 8.11429  0.611
H5 2.67142 4.43192 5.52254  0.024
H6 1.15241 5.37492 5.43275  0.032
H7 2.38652 7.22455 6.66757  0.053
H8 3.90259 6.36893 6.51012  0.057
Br5 -2.82892 -4.08749 -7.48669  0.652
C7 -4.25089 -4.85730 -6.44852  -0.744
C8 -4.96638 -3.70801 -5.91420  -0.727
Br6 -6.33527 -4.41289 -4.62933  0.581
H9 -3.84363 -5.35439 -5.56809  0.057
H10 -4.89753 -5.53770 -7.00262  0.075
H11 -5.54807 -3.06355 -6.57330  0.053
H12 -4.43541 -2.87900 -5.44631  0.052
Br7 -4.92583 4.33785 -0.57135  0.512
C9 -5.98092 4.87151 1.09458  -0.595
C10 -6.34413 3.57678 1.89072  -0.672
Br8 -7.53032 4.00940 3.42883  0.567
H13 -6.92554 5.32152 0.78914  0.050
H14 -5.31765 5.48953 1.69974  0.050
H15 -5.57710 2.95217 2.34860  0.044
H16 -6.86488 2.86041 1.25531  0.045
O5 0.84117 -6.08888 3.17527  -0.062
H17 0.33418 -6.69481 2.63486  0.035
H18 1.72294 -6.46104 3.19038  0.038
O6 -1.20352 0.07641 5.42019  -0.061
H19 -2.08628 0.44196 5.47795  0.040
H20 -0.62554 0.83876 5.45168  0.037
O7 1.00225 -8.70659 -3.74254  -0.052
H21 1.12441 -9.28927 -2.99301  0.028
H22 1.26423 -7.84390 -3.42104  0.024
O8 4.85270 1.29642 3.32586  -0.054
H23 5.57804 1.91252 3.22323  0.033
H24 4.09096 1.76311 2.98208  0.025
O9 2.77421 -2.00096 4.58882  -0.060
H25 3.45004 -1.71006 3.97656  0.034
H26 3.21580 -2.03017 5.43757  0.037
O10 4.90004 5.32695 -1.36852  -0.053
H27 4.02520 4.94872 -1.28018  0.023
H28 4.75984 6.27207 -1.31085  0.030
O11 6.33065 -4.18644 1.41349  -0.051
H29 5.61164 -3.65004 1.07951  0.024
H30 6.66677 -3.69676 2.16414  0.027


The records above yield calculated total energy values of -46221.0056; -99029.3772; -87500.9257; -64883.7528; -30755.8049; -637168.5302 eV, respectively.